No. 1
66
Properties=species:S:1:pos:R:3 method="wB97M-V/def2-TZVPD" homo_lumo_gap_ev=8.59 e_homo_ev=-8.1719 e_above_lowest_kj_mol=1988.50 multiplicity=1
S -2.11106 0.88115 -2.50503
O 1.38679 -4.74475 -5.41476
O -2.99578 1.22593 2.40941
N -0.96608 1.24129 1.46009
N 1.11735 -0.70542 3.33023
N -0.06010 -3.18829 -6.48225
C -1.32985 -0.46126 -3.52193
C -0.55530 5.26808 -0.12481
C -1.54330 1.64549 0.04199
C 2.69994 -1.35749 4.66146
C 0.94614 -5.01141 -7.67411
C -0.16389 -2.43445 -4.13308
C -1.44311 -1.22728 -5.75269
C -1.09841 4.04793 0.68920
C 0.66417 0.87128 1.57174
C 3.75258 -0.62425 3.96257
C -1.62187 1.03705 2.38155
C -0.51826 -1.51282 -3.10762
C -2.52137 4.32349 0.73425
C 0.78457 -4.31442 -6.45872
C -0.48260 -2.12650 -5.52990
C -0.97596 2.92872 -0.51445
C -2.01920 -0.34549 -4.76641
C 1.66219 -1.77415 3.77090
C 0.91465 -0.50379 1.84210
C -1.05162 0.82888 3.82269
C -0.64995 -0.75906 3.95399
C -1.11765 0.32612 -0.86121
C 2.22056 -0.70628 5.95349
H 4.40298 -0.38374 4.51101
H -1.35998 -0.44455 -0.46649
H -2.65275 5.22851 1.33245
H 3.97577 -1.22603 3.25742
H 1.38470 -1.56335 6.58195
H -2.43864 0.49352 -5.24650
H 1.86895 0.21120 5.60233
H -1.49979 3.14797 -1.51812
H 1.35179 -4.19066 -8.40544
H 0.33120 2.78414 -0.65270
H -1.24021 -1.33852 3.11191
H -0.37040 -2.99373 -7.39522
H 1.82068 -0.50515 1.53476
H 0.88218 1.62340 2.31911
H -0.42070 -0.95391 4.97505
H 0.91702 1.25545 0.71545
H 3.24789 0.22374 3.78373
H -0.57666 6.15908 0.74051
H 0.00177 -5.29725 -8.09231
H -1.91788 0.71033 4.58143
H -0.42059 1.36895 4.25929
H -1.73080 -1.23941 -6.85137
H -0.96915 5.38819 -0.94673
H 3.18143 -0.68951 6.60765
H -0.20186 0.35915 -1.07007
H -2.98288 4.42547 -0.37759
H -0.60836 3.73926 1.51013
H 0.33621 -1.19927 1.35424
H 1.96075 -2.47906 2.90588
H 0.60568 -3.40637 -3.66438
H 1.60395 -5.75532 -7.35457
H 0.81934 -2.44089 4.34608
H 3.21872 -2.34685 5.06011
H 0.67216 5.23946 -0.17941
H -2.74211 1.44044 0.18509
H -0.17938 -1.68329 -2.01268
H -3.19464 3.51030 1.21930

=====

No. 2
65
Properties=species:S:1:pos:R:3 method="wB97M-V/def2-TZVPD" homo_lumo_gap_ev=8.05 e_homo_ev=-10.3436 e_above_lowest_kj_mol=0.00 multiplicity=1 smiles="O=C(CN1CCN(C2CCCCC2)CC1)Nc1ccccc1[NH+]1CCCCC1" charge=+1
O -2.20994 -1.83603 -0.13710
N -1.19945 0.21290 -0.30635
N 1.17285 -0.68128 -0.41142
N -4.17678 -0.19144 0.08549
N 3.62979 0.75418 0.05554
C 7.70078 -0.71335 0.02574
C -1.21594 -1.12679 -0.29531
C 4.95462 0.27802 0.42201
C 6.63462 -1.56351 0.70825
C -2.38379 3.65020 -0.01385
C -2.13604 1.23722 -0.13575
C 5.24404 -1.21132 0.18424
C -1.59665 2.52942 -0.16247
C 2.57568 0.68987 1.03193
C 2.25869 -0.76711 -1.38065
C -4.30244 2.24663 0.19402
C -5.54161 -1.86058 -1.07914
C -3.51762 1.10750 0.04849
C -3.75099 3.51140 0.16578
C -5.09480 -0.40470 -1.05824
C 6.02128 1.11930 -0.28926
C 0.16231 -1.71367 -0.53533
C -4.86261 -0.46593 1.37028
C 7.41120 0.76968 0.23400
C 1.71717 -0.58172 0.93868
C 3.12693 0.49863 -1.27013
C -6.23625 -2.21638 0.23218
C -5.30064 -1.92439 1.40186
H 8.68413 -0.96111 0.42808
H 8.16039 1.37163 -0.28263
H 0.30476 -2.56213 0.14852
H 2.50837 1.35788 -1.56324
H 1.91667 1.55492 0.86860
H -5.80064 -2.12487 2.34877
H -0.53190 2.63803 -0.30474
H -4.16581 -0.24995 2.18286
H 6.83457 -2.62272 0.53382
H 3.95680 0.42786 -1.97023
H 2.32092 -1.46677 1.18776
H -3.41314 -0.96150 -0.00210
H 2.86824 -1.66560 -1.21400
H 2.99696 0.77153 2.03389
H 4.50063 -1.82887 0.69422
H 5.80622 2.17598 -0.12548
H -5.36678 2.14184 0.33143
H 6.66873 -1.39094 1.78656
H 5.20059 -1.43004 -0.88506
H -5.95729 0.25826 -0.95831
H -4.67246 -2.50572 -1.22078
H 7.46951 1.00566 1.29877
H -4.56302 -0.14701 -1.97668
H 0.89049 -0.51848 1.65169
H -4.38109 4.37763 0.28159
H -1.93360 4.62924 -0.03883
H 5.05038 0.47108 1.49679
H -6.51088 -3.26985 0.23158
H -5.72876 0.19185 1.46964
H 7.71216 -0.93471 -1.04397
H -6.21558 -2.01354 -1.92127
H -0.21821 0.52161 -0.44020
H -4.42254 -2.56989 1.34038
H -7.15336 -1.63345 0.33620
H 5.98900 0.93284 -1.36407
H 0.15861 -2.12317 -1.55098
H 1.82877 -0.81776 -2.38392

=====

No. 3
64
Properties=species:S:1:pos:R:3 method="wB97M-V/def2-TZVPD" homo_lumo_gap_ev=9.39 e_homo_ev=-8.6922 e_above_lowest_kj_mol=1.98 multiplicity=1 smiles="Cc1ccc(C)c(NC(=O)CCCCCCCCCC[C@H]2COCCO2)c1"
O 2.29723 3.00273 -2.02258
O 0.81401 1.23618 -3.64116
O -1.70632 -0.81059 -1.32551
N -0.48785 -2.39784 -0.26178
C -3.16368 -2.35694 1.27579
C 2.56315 -1.31258 -2.03900
C 1.37250 2.09082 -1.43639
C -0.02171 1.78980 0.66395
C -3.60889 -0.91660 1.52061
C 0.84816 2.73572 -0.15780
C -3.65838 -0.53312 2.99986
C -2.30779 -0.56654 3.72478
C 2.94372 -1.17194 0.33503
C 1.73027 2.14318 -4.20801
C 3.82812 -0.82355 1.49316
C 1.26228 -1.76555 -1.85203
C -2.87961 -2.60138 -0.21101
C 3.38987 -1.01598 -0.97278
C 0.81302 -1.91161 -0.53922
C -0.31726 2.36233 2.05131
C 0.39906 -2.09393 -3.02490
C 0.26712 1.75433 -2.44322
C 1.65138 -1.62886 0.53371
C -1.65175 -1.83000 -0.67201
C -1.17350 0.16044 3.00018
C -1.46256 1.63998 2.76092
C 2.84087 2.47552 -3.20971
H 1.27985 -1.76629 1.54079
H -0.26487 0.07158 3.60222
H -0.27681 -1.26332 -3.22525
H 1.00677 -2.26011 -3.91028
H -4.07634 0.47213 3.07713
H -3.94376 -3.04413 1.61225
H -0.58713 3.41599 1.94744
H -2.44466 -0.11845 4.71230
H -0.31057 2.66524 -2.66353
H -3.73069 -2.26557 -0.80440
H -2.00793 -1.60513 3.88619
H 1.90834 1.15909 -1.19223
H 4.39588 -0.66350 -1.15154
H 3.41106 1.56122 -2.98346
H 0.28886 3.63553 -0.41983
H -0.98284 -0.32713 2.04467
H 0.58587 2.31310 2.66411
H -4.34269 -1.20802 3.52110
H -2.72289 -3.66707 -0.39278
H -0.54483 -3.12531 0.43627
H -0.20492 -2.97927 -2.83033
H -0.95937 1.60890 0.13653
H 4.84620 -1.16507 1.31752
H -2.36226 1.74353 2.15324
H 3.46031 -1.26897 2.41434
H 1.21161 3.07155 -4.49450
H -4.60616 -0.78216 1.09464
H 2.92853 -1.19512 -3.04869
H -2.94057 -0.24127 0.98676
H 0.49612 0.83394 0.75723
H 2.13660 1.66150 -5.09903
H 1.71510 3.04624 0.42932
H -0.39413 0.98000 -2.05493
H -1.65231 2.12613 3.72142
H -2.26495 -2.57093 1.85762
H 3.51136 3.23853 -3.60937
H 3.85675 0.25857 1.62486

=====

No. 4
64
Properties=species:S:1:pos:R:3 method="wB97M-V/def2-TZVPD" s_squared=2.01 homo_lumo_gap_ev="5.00 / 4.74" e_homo_ev="-2.6157 / -2.3465" e_above_lowest_kj_mol=0.00 multiplicity=3 charge=-1
Pd -0.24175 1.74023 1.50698
O -2.07829 0.69272 1.14503
O 0.66245 0.15253 -0.83974
O 0.79738 -3.04018 -2.80687
C 0.65717 -1.26052 -0.46582
C 0.74017 3.23298 -0.06025
C 0.68128 -5.26926 -3.76658
C -4.35951 0.37167 0.92963
C -0.52433 2.74151 -0.51881
C -1.53931 3.27553 0.34133
C -0.89522 4.02805 1.37131
C 1.43568 0.56658 2.56858
C 0.73801 2.55942 3.52828
C 3.10067 0.63244 -0.53101
C 0.18885 0.33735 3.23643
C 1.91532 0.61722 -2.76896
C -0.22703 1.57093 3.85114
C 1.98651 -1.43953 -1.18058
C -3.15863 -0.40992 2.98224
C -3.52482 1.99868 2.65653
C 1.99461 0.06580 -1.36137
C -0.06007 -4.18173 -2.96113
C -3.23243 0.69301 1.92138
C 0.51154 4.02200 1.10490
C 1.76411 1.95384 2.73419
C 1.94713 -4.57556 -4.35025
C 2.07645 -3.30208 -3.53032
H -1.09322 1.69987 4.49239
H -0.17430 -1.74542 -0.95453
H -5.32787 0.32707 1.43283
H -4.39240 1.13285 0.14414
H -2.41411 -0.16057 3.74036
H -2.88164 -1.35442 2.51037
H 2.84897 0.42525 -3.30800
H 0.04168 -5.71454 -4.53891
H 1.71022 1.69460 -2.72261
H 2.85255 -5.18622 -4.26036
H 3.24564 -0.00431 0.34783
H 2.77642 -1.98862 -0.66145
H 0.69870 3.59152 3.86094
H 1.83450 -4.32098 -5.40940
H 2.02209 -0.18691 2.06630
H -0.98183 -3.86516 -3.49160
H 0.97942 -6.08148 -3.08558
H -2.65383 2.29522 3.24467
H -0.70169 2.10167 -1.37583
H 2.91618 -3.40849 -2.80611
H 2.65292 2.43306 2.34329
H -1.39281 4.53716 2.18854
H 1.08085 0.15782 -3.31032
H 1.84247 -1.71362 -2.20018
H 1.69411 3.06894 -0.54602
H -3.76772 2.78970 1.94711
H -4.37779 1.85691 3.33302
H -4.13453 -0.52053 3.46955
H -2.60495 3.14709 0.20821
H -4.15221 -0.59145 0.45244
H 2.90827 1.64755 -0.20401
H 1.26642 4.53591 1.67424
H 2.27477 -2.41847 -4.16069
H 0.66592 -1.40564 0.62235
H -0.31231 -4.53867 -1.95043
H -0.33098 -0.61594 3.29444
H 4.02616 0.60553 -1.12325

=====

No. 5
73
Properties=species:S:1:pos:R:3 method="wB97M-V/def2-TZVPD" homo_lumo_gap_ev="6.70 / 6.57" e_homo_ev="-14.0479 / -13.9562" e_above_lowest_kj_mol=119.98 multiplicity=1 charge=+2
Mo -0.18069 -0.32644 0.32787
As -0.59334 0.02540 2.79525
S 0.47533 -1.35702 -3.77569
S -0.54421 -0.61562 -2.31866
S -2.13015 0.80778 -0.13077
Si -2.95400 0.30775 3.34334
Si 0.29624 -1.62394 4.33274
Si 0.74802 1.99456 2.86487
O 1.51464 -0.90099 0.40723
N -0.57283 -2.28563 -0.08190
N -2.87382 -1.96097 -2.73205
N -1.75800 -2.56309 -0.80106
C -3.06400 2.47206 -2.11441
C 3.63610 -1.96437 0.67995
C -3.73208 -1.13290 2.48760
C 0.19849 3.21861 4.12718
C 2.08045 -1.89329 3.94587
C -2.26474 1.38504 -1.80106
C -2.41942 2.25629 -4.43648
C 4.33767 -3.14617 0.85113
C -1.87135 -1.85673 -1.86594
C -3.49138 1.97540 2.74065
C -3.13138 2.90432 -3.43750
C 3.68037 -4.37798 0.84640
C 0.52987 2.54585 1.07534
C 2.31786 -4.43234 0.63875
C 0.12304 -0.87229 6.01531
C -1.57113 0.74042 -2.81686
C 2.51647 1.48142 3.04353
C -1.62093 1.15791 -4.12936
C -3.12470 0.19785 5.17329
C 2.27131 -2.04001 0.51785
C 0.19961 -3.30831 0.05973
C -0.74049 -3.12384 4.01942
C 1.58409 -3.25308 0.47005
H 0.98037 -1.16209 6.62920
H -2.93775 -0.80982 5.54060
H 3.15158 2.34286 2.81546
H -4.12408 2.43409 3.50588
H -0.88945 3.29333 4.18129
H -4.81675 -1.12155 2.63522
H -1.72246 -3.02550 4.48808
H -2.83994 -1.47379 -3.61318
H -3.74146 3.76396 -3.68413
H 2.36133 -2.89279 4.29410
H 4.12955 -1.00123 0.68006
H -4.15408 0.46414 5.43425
H -1.04498 0.64023 -4.88855
H -0.26221 -4.01781 4.43030
H -0.45498 2.95922 0.86998
H 0.65986 1.68011 0.39307
H 2.70108 -1.16912 4.47464
H -2.46150 0.89254 5.69118
H 2.76455 0.68314 2.34086
H -2.48003 2.60378 -5.45912
H -3.34903 -2.06957 2.89866
H -0.78025 -1.20168 6.52528
H -4.07085 1.89900 1.82051
H 0.57245 2.92955 5.11356
H -0.88800 -3.27693 2.94745
H 0.10591 0.21807 5.96309
H -3.61978 2.97773 -1.33533
H -2.65012 2.64676 2.55854
H 4.24283 -5.29127 0.98481
H 1.80493 -5.38599 0.59338
H 2.76362 1.14320 4.05099
H 5.41133 -3.11040 0.98086
H 1.28939 3.26338 0.75663
H -3.54993 -2.70242 -2.62394
H 2.31178 -1.83419 2.88133
H -3.53760 -1.12590 1.41455
H 0.59855 4.21104 3.89900
H -0.20810 -4.25763 -0.27654

=====

No. 6
79
Properties=species:S:1:pos:R:3 method="wB97M-V/def2-TZVPD" homo_lumo_gap_ev=7.89 e_homo_ev=-8.5087 multiplicity=1
Br 5.65608 -2.11717 -0.16779
S 3.14008 2.02222 4.21799
O 3.97061 3.67956 -4.57350
O -8.07725 -1.08373 -2.58393
O 6.19261 4.03286 -4.35000
O -4.92266 -1.13677 2.52195
O 4.22327 -4.23555 1.39687
O 4.76595 4.01351 -2.59393
O -5.46550 0.65759 3.78948
O -3.57610 0.55113 2.55278
O -8.98955 -0.19097 -4.44926
O -6.87886 0.09536 -4.09826
O 7.09088 1.37563 2.04683
N 1.44002 -1.97721 3.19474
N 6.73977 0.87086 -0.28602
N 4.32004 1.78870 3.14019
N 2.29635 0.64345 4.02073
C 5.85488 4.30139 -1.70073
C -5.68964 -0.11940 -3.32525
C -10.22933 -0.80227 -4.08954
C 4.98336 -0.00461 1.58682
C 0.47679 -2.25324 2.39597
C -4.72832 0.07723 3.03787
C -7.99015 -0.44953 -3.60314
C 3.12203 -3.35887 1.16454
C 3.40079 -1.94231 1.69908
C -5.14747 -1.52042 -3.51863
C 4.12771 0.59841 2.58914
C 5.09072 3.91456 -3.88149
C -6.14363 -1.78469 2.91095
C -0.27489 -3.58162 2.57930
C 4.76752 -4.09902 2.69765
C 4.15952 3.64428 -5.98817
C 6.24800 5.76267 -1.76487
C 4.57501 -1.24983 1.18144
C -7.33296 -1.22253 2.16111
C -0.04096 -1.34108 1.28809
C 2.58013 -1.37698 2.62739
C 2.93880 -0.05918 3.10587
C -3.28759 1.89410 2.94890
B 6.28490 0.76540 1.07679
H 2.27150 -3.79491 1.70332
H -5.84179 -2.26898 -3.13800
H 6.64106 6.02377 -2.74726
H 5.38051 6.40044 -1.58517
H 5.25553 -5.05799 2.93009
H 3.22198 3.31767 -6.43138
H -8.23651 -1.78422 2.39949
H -6.02020 -2.83812 2.66296
H -10.16227 -1.88284 -4.21315
H 3.98105 -3.94451 3.45757
H -0.83948 -0.68330 1.66187
H -7.50304 -0.17671 2.41543
H -7.16283 -1.26702 1.08382
H -2.27878 2.12082 2.61231
H -4.19678 -1.63738 -2.99734
H -0.49575 -1.99007 0.52234
H 0.77327 -0.78958 0.80185
H 7.57052 0.29956 -0.39429
H -5.87592 0.09785 -2.27285
H 6.70103 3.64655 -1.90714
H -1.05383 -3.66670 1.80731
H 7.31402 0.68795 2.69076
H -4.96113 0.60704 -3.68276
H 0.40519 -4.43122 2.46010
H 5.53372 -3.31239 2.78478
H 7.01153 5.98524 -1.01913
H -10.98768 -0.41707 -4.76639
H -10.51038 -0.55377 -3.06774
H -0.78286 -3.63618 3.55176
H 2.90353 -3.25772 0.09359
H -3.98229 2.58211 2.46808
H -6.28121 -1.71968 3.99078
H 6.02527 0.63634 -0.96330
H 4.39591 4.64161 -6.35829
H -4.99752 -1.72903 -4.57925
H 5.50070 4.06461 -0.69864
H -3.33036 2.00449 4.03071
H 4.94343 2.94143 -6.26474

=====

The following calculated total energy values (in Ha) correspond, in order, to the records above: -1610.836630 -1192.698829 -1179.109643 -1251.964151 -5505.290202 -4942.986767.